1.
58
Properties=species:S:1:pos:R:3:forces:R:3 method="wB97M-V/def2-TZVPD" gap_ev=10.70 total_charge=+1 homo_energy_ev=-13.61
O -3.245692 -2.903154 -0.421931 -0.23 -0.97 0.98
H -0.580765 1.920337 2.205948 -1.13 -0.04 0.10
H -4.066126 -2.917953 0.101296 0.30 0.12 -0.34
O 4.633524 -0.350020 -1.594698 -1.64 -0.28 0.16
H 4.740726 -0.057910 -2.499390 0.35 0.15 -0.39
H 3.683102 -0.630459 -1.599942 1.24 0.23 0.26
O -2.521082 1.932091 -2.514237 -1.05 -1.19 -0.78
H 2.547188 3.059413 -1.922908 -1.10 -1.79 0.25
H -2.450597 0.977521 -2.700542 0.95 -0.09 -0.08
O 3.758132 2.801303 -0.205558 -0.12 -0.40 -0.02
H 4.702144 2.714450 -0.384231 -0.03 -0.20 0.09
H -2.778413 0.968213 0.825262 -0.02 0.40 -0.79
O -0.057282 3.735580 -2.569823 -1.07 -0.27 -0.19
H -0.898753 3.244844 -2.518374 -0.21 -0.06 -0.33
H -0.252777 4.577554 -2.151672 0.26 0.31 0.02
O 2.681500 -2.751078 0.038861 -0.87 -0.56 -1.92
H 2.705899 -3.682712 -0.203707 1.04 -0.97 1.27
H 2.263438 -2.655886 -0.841461 -0.13 1.76 0.10
O -2.206069 3.702033 2.864517 0.57 -0.66 0.06
H -0.565789 0.326798 2.455808 -1.22 -0.30 0.85
H -2.676112 3.067476 3.425689 -0.04 0.26 -0.10
O -0.072220 1.118271 2.209846 1.68 0.12 -0.62
H -1.270923 3.472658 2.997304 -0.45 0.55 0.24
O -0.279417 -1.944612 -1.767446 0.16 -1.14 0.05
H -0.830835 -1.283527 -2.192318 -0.08 0.21 0.29
H -0.097674 -1.669218 -0.841717 -0.32 0.44 -1.17
O 0.619950 -0.617745 -4.707862 -0.21 -0.10 0.44
H -0.323473 -0.784587 -4.767479 -0.27 0.17 -0.51
H -2.656777 -1.500519 -1.341559 -0.37 0.05 0.06
O -1.442221 -0.977435 3.109013 0.04 1.61 -0.22
H -3.500750 1.864539 -2.555186 0.44 1.24 0.39
H -1.575825 -1.597997 2.378163 -0.12 -0.76 0.80
O -2.800380 1.548048 0.035350 0.07 -0.26 1.45
H -2.274754 1.141860 -0.656133 -0.10 -0.13 -0.05
H -1.715906 -1.327104 3.967422 0.20 -0.27 -0.55
O 1.820220 2.328786 -1.918915 2.27 0.87 0.24
H 0.818030 -1.150706 -3.931213 0.46 -0.09 0.16
H -2.812638 -3.745516 -0.218210 -0.11 0.25 -0.23
O 1.086675 0.036998 4.783807 -1.12 1.44 -0.56
H 0.820512 0.008808 3.852896 0.53 -0.75 0.05
H 3.449815 1.909120 0.052462 0.77 0.56 -0.07
O 1.149786 2.795158 0.485009 -0.42 -0.30 -0.15
H 1.064039 2.172556 1.234892 0.05 0.16 -0.31
H 0.237701 2.970346 0.186465 0.29 -0.07 0.31
O 1.557114 -4.264518 2.165572 -0.93 -0.25 0.36
H 1.226900 -1.058636 0.471593 0.80 -0.53 -0.39
H 1.797994 -4.530904 1.281388 0.45 0.02 0.08
O 0.796728 -0.401614 -0.092526 -0.69 1.19 3.05
H 2.293904 -3.807858 2.575585 0.22 0.04 -0.23
H 0.371281 0.083803 0.699093 0.52 -0.13 -1.85
O -3.091957 -1.020618 -2.062595 0.38 0.20 -0.94
H -3.333837 -1.762493 -2.647235 -0.03 0.54 0.24
H 1.707813 2.170020 -0.871007 -0.79 0.89 -1.39
O -1.280389 -3.323771 2.238121 1.22 -1.21 -1.88
H -0.549391 -3.668856 1.648565 -0.19 0.82 1.46
H -1.960767 -3.901387 1.900030 -0.95 -0.21 0.34
H 1.033196 2.758216 -2.431005 0.03 0.13 1.15
H 0.602277 0.881993 4.940923 0.75 -0.72 0.76

***

2.
97
Properties=species:S:1:pos:R:3:forces:R:3 method="wB97M-V/def2-TZVPD" gap_ev=7.33 total_charge=-1 homo_energy_ev=-5.08
O -4.414427 -0.227740 3.027395 -0.25 -0.34 1.91
C -3.903955 -0.365832 1.995802 -1.53 0.68 -1.62
N -3.610813 -0.371260 0.825631 1.26 0.00 0.56
P -1.782004 -0.173125 0.662077 -1.04 -2.20 -0.96
F -1.730480 -1.749388 1.435663 0.87 0.28 -0.27
B -1.809675 -1.207884 -0.981563 -0.80 -0.97 -1.31
O -1.065762 -0.923147 -2.151379 0.20 -0.55 0.75
O -2.613453 -2.389251 -1.028595 1.34 0.80 0.14
P -2.258742 1.833410 -0.195943 0.12 3.07 0.46
O -2.083268 1.922292 -1.834931 -0.94 -0.70 0.85
O -3.860877 2.232129 0.080569 1.11 -0.71 -1.05
S -1.221289 3.296882 0.594788 0.20 -0.16 -0.02
O -0.067290 -0.059081 0.448900 -1.08 -0.97 2.01
C 0.448543 -0.534074 1.698582 2.70 0.85 0.24
C -0.452770 0.022762 2.902929 1.04 -0.04 -1.15
O -0.623667 -0.890782 3.973359 -0.99 0.29 -0.89
C 0.398326 1.164001 3.594095 -0.50 -0.58 0.47
F 1.510923 0.569262 4.151280 -0.59 0.56 -0.53
F 0.834492 2.118799 2.756918 -0.41 -0.42 0.87
F -0.285511 1.694994 4.653010 0.60 0.15 -1.17
O -1.642745 0.452119 2.282139 1.28 0.08 0.56
H -0.117727 -1.088746 -2.034487 -0.31 0.48 0.11
H -1.969602 -3.096370 -0.834009 -0.62 0.06 -0.21
H -1.143092 1.955687 -2.081077 -0.33 0.01 0.38
H -3.906975 2.622769 0.968887 0.27 -0.05 -0.34
H 1.476105 -0.077120 1.742281 -0.90 -0.14 0.27
H 0.706041 -1.622331 1.750710 -1.12 0.67 -0.07
H -1.589477 -1.025086 4.042497 0.48 -0.13 -0.07
C -4.838374 -4.168209 8.259153 -0.19 -0.22 -0.11
O -5.561570 -4.180653 7.046510 0.35 0.27 0.11
C -5.661871 -2.920586 6.396967 -0.03 -0.15 -0.17
C -5.117943 -2.916401 4.971376 -0.19 0.07 -0.22
O -3.741080 -3.216661 4.783875 -0.03 -0.02 0.10
C -3.254741 -4.495669 5.157039 0.13 0.05 0.18
C -3.837690 -5.712107 4.443664 0.00 0.01 0.16
O -5.224351 -5.899971 4.679102 0.10 0.21 -0.41
C -6.025741 -5.947522 3.514004 -0.13 -0.11 0.32
H -5.530727 -4.097293 9.103590 0.10 0.11 0.12
H -4.293246 -5.111471 8.338566 -0.04 -0.02 0.03
H -4.109654 -3.353460 8.302544 -0.05 0.02 0.00
H -5.177276 -2.130358 6.980951 0.09 -0.11 0.02
H -6.729618 -2.678113 6.343367 0.03 0.19 -0.13
H -5.242444 -1.898894 4.591490 0.16 0.00 0.07
H -5.728401 -3.535021 4.313268 -0.07 -0.21 0.18
H -3.304879 -4.615474 6.240013 -0.22 -0.16 0.03
H -2.184604 -4.472176 4.923063 -0.10 0.03 -0.15
H -3.330148 -6.600964 4.839292 0.22 0.09 -0.06
H -3.617542 -5.652701 3.370794 -0.11 0.07 0.07
H -5.563876 -5.436258 2.666298 0.04 -0.03 0.00
H -6.971575 -5.447578 3.735282 0.00 -0.05 0.00
H -6.240832 -6.988840 3.252234 0.03 0.03 -0.16
C 7.748976 -0.688803 -0.593413 0.04 0.29 -0.08
O 6.823078 0.048492 -1.364556 -0.11 -0.42 0.18
C 5.839863 -0.731508 -2.024728 -0.06 0.20 -0.02
C 4.404949 -0.346904 -1.668649 -0.23 0.16 -0.11
O 3.997043 -0.475562 -0.315350 0.20 0.03 -0.05
C 4.660103 0.315337 0.666816 0.11 -0.11 0.17
C 4.568340 1.832925 0.534566 0.07 -0.06 0.02
O 5.176271 2.339588 -0.644350 -0.45 -0.08 -0.07
C 4.321902 3.111183 -1.469393 0.31 0.01 -0.03
H 8.663548 -0.854530 -1.170536 0.05 -0.17 0.06
H 8.000818 -0.097942 0.289707 0.04 0.02 -0.03
H 7.341489 -1.645498 -0.253565 0.01 0.00 -0.05
H 5.992072 -1.801843 -1.845463 0.03 0.05 0.13
H 5.970532 -0.559502 -3.099979 -0.19 -0.12 -0.06
H 3.752042 -1.023410 -2.230238 0.06 -0.11 0.10
H 4.159275 0.648419 -2.039519 0.25 0.11 0.02
H 5.695518 -0.010790 0.767341 0.12 0.19 -0.14
H 4.185764 0.049476 1.617791 -0.14 0.07 -0.13
H 5.112895 2.270403 1.380022 -0.15 -0.13 0.16
H 3.521075 2.149156 0.613238 0.07 -0.05 -0.09
H 3.266245 2.872265 -1.320475 -0.01 0.04 0.06
H 4.574328 2.894788 -2.511029 0.04 0.05 0.00
H 4.493434 4.176898 -1.289337 -0.17 0.02 -0.01
C 3.680057 2.522873 -6.040336 -0.08 0.08 -0.28
O 2.366976 2.489931 -6.561273 0.09 0.00 0.46
C 1.441540 1.729671 -5.799234 -0.12 0.09 -0.14
C 0.222067 2.524787 -5.340300 -0.26 -0.03 -0.10
O 0.437560 3.638936 -4.486133 0.07 -0.04 -0.06
C 1.199355 4.737421 -4.962281 0.22 0.00 0.12
C 0.669585 5.496011 -6.175652 0.17 -0.07 -0.01
O 0.609470 4.710476 -7.355865 -0.43 0.03 0.25
C -0.667225 4.639178 -7.961165 0.31 -0.11 -0.20
H 4.298456 1.775162 -6.545504 0.11 -0.06 0.15
H 4.100115 3.510759 -6.241672 0.02 -0.02 -0.04
H 3.704442 2.360568 -4.958542 -0.02 -0.05 -0.03
H 1.925078 1.260462 -4.935073 0.06 0.13 0.00
H 1.084079 0.923364 -6.450095 -0.16 -0.08 0.16
H -0.400094 1.835190 -4.760893 0.11 0.02 0.09
H -0.400931 2.817586 -6.185538 0.20 0.02 -0.19
H 2.237477 4.438182 -5.110615 0.01 -0.03 -0.27
H 1.224903 5.447802 -4.128726 -0.17 -0.04 -0.05
H 1.367601 6.316967 -6.381551 -0.03 0.09 0.23
H -0.305412 5.939400 -5.938885 0.02 -0.13 -0.05
H -1.477774 4.829290 -7.253734 0.02 0.05 0.02
H -0.795613 3.629684 -8.358549 0.01 0.03 -0.04
H -0.723917 5.346152 -8.795256 -0.16 0.04 0.05